C48H89NO16S | wB97M-V/def2-TZVPD

Bonds (Å) are listed after each position.
CARTESIAN COORDINATES (ANGSTROEM)
1 C -9.054 3.825 4.726  C2 1.651, H37 1.185, H38 1.189, H39 1.188
2 C -8.956 2.671 3.550  C1 1.651, C3 1.650, C4 1.492
3 C -9.523 3.016 2.039  C2 1.650, H40 1.190, H41 1.178, H42 1.171
4 C -8.382 1.322 3.824  C2 1.492, C5 1.640, H43 1.174
5 C -6.800 0.932 3.646  C4 1.640, C6 1.661, H44 1.174, H45 1.181
6 C -6.647 -0.257 2.496  C5 1.661, C7 1.669, H46 1.188, H47 1.181
7 C -5.344 0.027 1.492  C6 1.669, C8 1.672, C9 1.646, H48 1.170
8 C -5.630 1.329 0.483  C7 1.672, H49 1.178, H50 1.192, H51 1.176
9 C -5.083 -1.279 0.525  C7 1.646, C10 1.642, H52 1.181, H53 1.181
10 C -3.456 -1.438 0.371  C9 1.642, C11 1.672, H54 1.184, H55 1.183
11 C -2.965 -0.970 -1.158  C10 1.672, N12 1.515, O13 1.471, H56 1.178
12 N -3.496 -2.019 -2.112  C11 1.515, H57 1.044, H58 1.044
13 O -1.496 -0.912 -1.102  C11 1.471, C14 1.501
14 C -0.930 -0.478 -2.423  O13 1.501, C15 1.637, H59 1.169, H60 1.177
15 C 0.065 -1.686 -2.903  C14 1.637, O16 1.469, H61 1.194, H62 1.194
16 O 1.155 -1.289 -3.804  C15 1.469, C17 1.468
17 C 2.050 -0.288 -3.211  O16 1.468, C18 1.638, C26 1.661, H63 1.173
18 C 2.659 -0.670 -1.739  C17 1.638, C19 1.672, H64 1.194, H65 1.171
19 C 3.700 0.514 -1.184  C18 1.672, C20 1.668, H66 1.185, H67 1.171
20 C 4.347 0.094 0.295  C19 1.668, C21 1.671, H68 1.171, H69 1.177
21 C 5.841 0.841 0.326  C20 1.671, S22 1.873, H70 1.182, H71 1.171
22 S 6.448 1.219 2.058  C21 1.873, O23 1.552, O24 1.552, O25 1.734
23 O 5.838 2.505 2.677  S22 1.552
24 O 6.314 -0.042 2.953  S22 1.552
25 O 8.149 1.528 1.920  S22 1.734, H72 1.002
26 C 3.351 -0.149 -4.235  C17 1.661, C27 1.673, H73 1.189, H74 1.171
27 C 3.498 1.456 -4.684  C26 1.673, C28 1.639, O29 1.470, H75 1.194
28 C 2.447 1.666 -5.924  C27 1.639, H76 1.188, H77 1.172, H78 1.188
29 O 4.916 1.641 -5.023  C27 1.470, C30 1.469
30 C 5.151 2.826 -5.859  O29 1.469, C31 1.637, H79 1.194, H80 1.192
31 C 4.574 4.237 -5.261  C30 1.637, C32 1.673, C36 1.638
32 C 4.254 5.429 -6.389  C31 1.673, C33 1.644, H81 1.194
33 C 3.677 6.910 -5.969  C32 1.644, C34 1.654, H82 1.194
34 C 3.392 7.246 -4.375  C33 1.654, C35 1.672, H83 1.184
35 C 3.731 6.100 -3.204  C34 1.672, C36 1.671, H84 1.182
36 C 4.320 4.612 -3.687  C31 1.638, C35 1.671, H85 1.170
37 H -9.047 3.343 5.809  C1 1.185
38 H -8.176 4.613 4.575  C1 1.189
39 H -10.081 4.417 4.645  C1 1.188
40 H -9.927 4.136 2.068  C3 1.190
41 H -10.371 2.235 1.794  C3 1.178
42 H -8.625 2.953 1.290  C3 1.171
43 H -9.121 0.470 4.150  C4 1.174
44 H -6.212 1.907 3.363  C5 1.174
45 H -6.393 0.495 4.665  C5 1.181
46 H -7.651 -0.422 1.883  C6 1.188
47 H -6.383 -1.244 3.090  C6 1.181
48 H -4.452 0.288 2.203  C7 1.170
49 H -5.317 1.082 -0.626  C8 1.178
50 H -4.913 2.185 0.898  C8 1.192
51 H -6.744 1.703 0.540  C8 1.176
52 H -5.494 -2.267 1.024  C9 1.181
53 H -5.599 -1.179 -0.532  C9 1.181
54 H -3.112 -2.566 0.484  C10 1.184
55 H -2.849 -0.759 1.125  C10 1.183
56 H -3.344 0.120 -1.399  C11 1.178
57 H -2.896 -2.873 -2.129  N12 1.044
58 H -3.631 -1.603 -3.060  N12 1.044
59 H -0.414 0.551 -2.217  C14 1.169
60 H -1.818 -0.273 -3.168  C14 1.177
61 H 0.425 -2.323 -1.960  C15 1.194
62 H -0.615 -2.446 -3.525  C15 1.194
63 H 1.521 0.759 -3.202  C17 1.173
64 H 1.770 -0.672 -0.943  C18 1.194
65 H 3.138 -1.738 -1.740  C18 1.171
66 H 3.145 1.550 -1.036  C19 1.185
67 H 4.618 0.684 -1.891  C19 1.171
68 H 3.699 0.487 1.188  C20 1.171
69 H 4.569 -1.060 0.365  C20 1.177
70 H 5.759 1.856 -0.274  C21 1.182
71 H 6.604 0.170 -0.256  C21 1.171
72 H 8.313 2.224 1.219  O25 1.002
73 H 3.163 -0.745 -5.247  C26 1.189
74 H 4.338 -0.588 -3.782  C26 1.171
75 H 3.199 2.060 -3.698  C27 1.194
76 H 1.425 1.122 -5.657  C28 1.188
77 H 2.870 1.371 -6.977  C28 1.172
78 H 2.183 2.824 -5.954  C28 1.188
79 H 6.337 2.954 -5.924  C30 1.194
80 H 4.806 2.697 -6.992  C30 1.192
81 H 4.463 5.205 -7.543  C32 1.194
82 H 3.473 7.692 -6.849  C33 1.194
83 H 2.949 8.303 -4.078  C34 1.184
84 H 3.515 6.377 -2.075  C35 1.182
85 H 4.540 3.829 -2.846  C36 1.170
86 O 2.947 0.782 8.415  C87 1.228
87 C 3.319 1.605 7.584  O86 1.228, O88 1.353, C91 1.501
88 O 4.152 1.238 6.583  C87 1.353, C89 1.439
89 C 4.512 2.077 5.471  O88 1.439, C90 1.516, H92 1.095, H93 1.095
90 C 5.653 3.005 5.839  C89 1.516, H94 1.093, H95 1.094, H96 1.095
91 C 2.930 3.049 7.713  C87 1.501, H97 1.094, H98 1.094, H99 1.088
92 H 3.639 2.612 5.084  C89 1.095
93 H 4.841 1.405 4.670  C89 1.095
94 H 5.377 3.683 6.651  C90 1.093
95 H 5.955 3.606 4.976  C90 1.094
96 H 6.516 2.430 6.189  C90 1.095
97 H 3.582 3.530 8.447  C91 1.094
98 H 1.893 3.099 8.059  C91 1.094
99 H 2.965 3.603 6.778  C91 1.088
100 O -6.054 0.889 6.641  C101 1.228
101 C -4.972 0.541 7.107  O100 1.228, O102 1.353, C105 1.501
102 O -4.456 -0.673 6.806  C101 1.353, C103 1.439
103 C -3.131 -1.107 7.159  O102 1.439, C104 1.516, H106 1.095, H107 1.095
104 C -3.096 -1.642 8.577  C103 1.516, H108 1.093, H109 1.094, H110 1.095
105 C -4.245 1.418 8.084  C101 1.501, H111 1.094, H112 1.094, H113 1.088
106 H -2.399 -0.312 6.988  C103 1.095
107 H -2.875 -1.916 6.466  C103 1.095
108 H -3.365 -0.873 9.307  C104 1.093
109 H -2.098 -2.016 8.824  C104 1.094
110 H -3.818 -2.456 8.697  C104 1.095
111 H -4.687 1.289 9.076  C105 1.094
112 H -4.360 2.459 7.769  C105 1.094
113 H -3.175 1.232 8.136  C105 1.088
114 O -9.162 -2.476 -4.806  C115 1.228
115 C -8.229 -3.267 -4.707  O114 1.228, O116 1.353, C119 1.501
116 O -7.056 -2.876 -4.155  C115 1.353, C117 1.439
117 C -5.966 -3.761 -3.841  O116 1.439, C118 1.516, H120 1.095, H121 1.095
118 C -5.103 -4.013 -5.062  C117 1.516, H122 1.093, H123 1.094, H124 1.095
119 C -8.339 -4.653 -5.272  C115 1.501, H125 1.094, H126 1.094, H127 1.088
120 H -6.331 -4.685 -3.383  C117 1.095
121 H -5.366 -3.254 -3.078  C117 1.095
122 H -5.666 -4.501 -5.862  C118 1.093
123 H -4.249 -4.646 -4.806  C118 1.094
124 H -4.732 -3.067 -5.470  C118 1.095
125 H -8.160 -4.614 -6.350  C119 1.094
126 H -9.351 -5.024 -5.085  C119 1.094
127 H -7.662 -5.373 -4.818  C119 1.088
128 O -2.347 -4.711 -1.527  C129 1.228
129 C -1.265 -5.059 -1.062  O128 1.228, O130 1.353, C133 1.501
130 O -0.749 -6.273 -1.362  C129 1.353, C131 1.439
131 C 0.576 -6.708 -1.009  O130 1.439, C132 1.516, H134 1.095, H135 1.095
132 C 0.611 -7.242 0.409  C131 1.516, H136 1.093, H137 1.094, H138 1.095
133 C -0.538 -4.182 -0.084  C129 1.501, H139 1.094, H140 1.094, H141 1.088
134 H 1.309 -5.912 -1.180  C131 1.095
135 H 0.832 -7.516 -1.702  C131 1.095
136 H 0.342 -6.473 1.139  C132 1.093
137 H 1.609 -7.616 0.656  C132 1.094
138 H -0.111 -8.056 0.529  C132 1.095
139 H -0.980 -4.312 0.908  C133 1.094
140 H -0.653 -3.141 -0.400  C133 1.094
141 H 0.532 -4.368 -0.032  C133 1.088
142 O 6.601 0.200 -2.789  C143 1.228
143 C 7.771 -0.111 -2.994  O142 1.228, O144 1.353, C147 1.501
144 O 8.439 -0.885 -2.108  C143 1.353, C145 1.439
145 C 9.747 -1.441 -2.332  O144 1.439, C146 1.516, H148 1.095, H149 1.095
146 C 10.829 -0.433 -1.996  C145 1.516, H150 1.093, H151 1.094, H152 1.095
147 C 8.507 0.431 -4.184  C143 1.501, H153 1.094, H154 1.094, H155 1.088
148 H 9.837 -1.835 -3.349  C145 1.095
149 H 9.838 -2.300 -1.659  C145 1.095
150 H 10.766 0.455 -2.631  C146 1.093
151 H 11.821 -0.877 -2.121  C146 1.094
152 H 10.723 -0.089 -0.962  C146 1.095
153 H 8.841 1.449 -3.964  C147 1.094
154 H 7.822 0.451 -5.037  C147 1.094
155 H 9.359 -0.171 -4.492  C147 1.088

The net charge is 0. The SMILES is CC(C)=CCC[C@H](C)CC[C@H](N)OCCO[C@@H](CCCCS(=O)(=O)O)C[C@H](C)OCc1ccccc1.CCOC(C)=O.CCOC(C)=O.CCOC(C)=O.CCOC(C)=O.CCOC(C)=O. For the highest occupied orbital energy, the calculation gives -5.82 eV. Its orbital gap is 5.689 eV. For the LUMO energy, the calculation gives -0.131 eV. The calculation puts the energy relative to the best compared isomer or geometry (same formula, charge and spin) at 1473.3 kJ/mol.